Below is C24H47Br4CaCl2MgNaO9P as an isolated structure in a non-equilibrium geometry, with properties calculated with the ωB97M-V functional and the def2-TZVPD basis.

Properties
**Highest occupied orbital energy**: -7.8 eV
**LUMO**: -6.856 eV
**Gap between HOMO and LUMO**: 0.95 eV
**Total energy**: -14216.4635 Eh
**Net charge**: +1

Each line ends with the Löwdin charge.
CARTESIAN COORDINATES (ANGSTROEM)
Br -2.03 5.78 3.88  0.636
Br -4.45 4.10 5.19  0.608
Br -5.05 6.88 3.69  0.588
Br -6.30 6.60 5.80  0.086
Ca -5.40 2.91 -4.81  1.204
Cl 4.50 4.16 -1.03  0.010
Cl 5.10 -6.66 5.42  -0.072
P -4.03 3.83 -1.05  0.788
Mg 3.00 -3.92 -1.87  0.564
Na 6.30 -8.86 -0.06  0.748
O -4.34 3.92 0.67  -0.194
O -4.73 -0.48 -2.44  -0.088
O -1.30 0.55 5.64  -0.184
O -2.39 4.35 -1.47  -0.227
O -4.28 2.24 -1.75  -0.324
O 3.92 -11.51 -1.35  -0.377
O 2.20 -0.57 -0.09  -0.261
O -1.10 -0.60 2.92  -0.208
O -4.99 4.92 -1.75  -0.377
C -1.60 -0.80 5.31  -0.189
C -6.11 1.17 -3.76  -0.236
C 5.65 -8.67 2.80  -0.104
C -0.68 4.22 -3.44  -0.165
C 1.58 -1.90 -0.16  -0.185
C 1.96 4.32 -3.39  -0.190
C 2.87 -0.23 -1.37  -0.193
C 3.31 1.99 -4.00  -0.202
C -2.28 1.46 5.15  -0.162
C 5.15 -6.15 1.70  -0.085
C -0.17 0.42 2.59  -0.103
C -2.01 3.58 -2.70  -0.256
C 0.64 4.32 -2.42  -0.184
C -3.92 5.31 3.76  -1.505
C 4.74 -8.53 1.74  -0.164
C 4.50 -7.27 1.20  -0.127
C -5.46 1.58 -1.17  -0.170
C 2.24 0.76 -3.87  -0.205
C 6.05 -6.29 2.76  -0.161
C -0.75 -1.29 4.13  -0.190
C 1.73 0.43 -2.35  -0.182
C 3.12 3.21 -2.92  -0.392
C 6.30 -7.55 3.31  -0.262
C -5.91 0.41 -2.28  -0.249
H 0.32 -1.18 4.35  0.130
H 3.12 2.48 -5.08  0.111
H 3.28 -11.97 -0.85  -0.141
H 0.44 -1.76 -0.49  0.115
H 0.76 -0.03 2.22  0.077
H 6.56 -5.41 3.16  0.108
H -1.88 2.48 5.24  0.058
H -6.27 2.35 -3.62  -0.082
H -7.00 0.68 -4.37  0.143
H -2.90 3.62 -3.49  0.059
H 1.34 0.89 -4.64  0.111
H -3.19 1.38 5.75  0.063
H -6.86 -0.18 -1.95  0.171
H 4.96 -5.17 1.28  0.091
H 7.00 -7.65 4.13  0.077
H -0.39 3.48 -4.34  0.122
H -6.36 2.32 -0.92  0.152
H 5.85 -9.65 3.22  0.120
H -5.12 1.05 -4.37  -0.001
H -5.21 3.45 0.90  0.110
H -0.96 5.27 -3.87  0.127
H 4.45 1.64 -4.03  0.126
H 0.06 1.06 3.45  0.087
H 1.67 4.21 -4.53  0.105
H -0.95 -2.35 3.96  0.123
H 0.64 3.49 -1.59  0.104
H 1.63 -2.49 0.88  0.124
H 1.30 1.38 -1.81  0.095
H 2.81 -0.22 -4.25  0.112
H 2.07 -2.60 -0.96  -0.223
H -1.76 2.46 -2.40  0.146
H -4.05 4.77 2.82  -0.056
H 3.79 -7.16 0.38  0.097
H -5.13 1.03 -0.19  0.156
H 2.98 2.87 -1.81  -0.001
H -2.51 1.28 4.10  0.080
H 0.86 -0.37 -2.44  0.113
H -0.60 1.04 1.80  0.084
H 4.23 -9.40 1.35  0.113
H -4.77 -0.93 -3.35  0.130
H -2.67 -0.93 5.10  0.124
H -1.36 -1.41 6.19  0.127
H 2.45 5.40 -3.28  0.121
H 4.14 3.83 -2.94  -0.007
H 0.56 5.36 -1.84  0.128
H 3.69 0.60 -1.16  0.145
H 3.41 -1.15 -1.87  0.066